w.
# C5H10IN2O

The ion C5H10IN2O with charge +1 (ωB97M-V with the def2-TZVPD basis set, the OMol25 dataset).

Results
LUMO energy = -4.27 eV
charge = +1
SMILES = CC=[N+]=C(O)[C@H](I)NC
Kohn-Sham gap = 8.98 eV

Last column: Mulliken charge in e.
Geometry (Å):
C  0.04876  -2.03206  -2.91657  -0.886
C  0.17253  -0.62708  -2.44853  0.060
N  -0.40473  -0.02828  -1.51697  0.010
C  -0.79618  0.17002  -0.34384  0.319
O  -2.00727  0.66872  -0.04139  -0.478
C  0.11397  -0.15071  0.95159  -0.471
I  1.39465  -2.02896  0.77239  0.120
N  -0.79655  -0.24880  2.08228  -0.379
C  -0.13514  0.02251  3.39693  -0.927
H  -0.06812  -2.29338  -4.02054  0.350
H  -0.71783  -2.48948  -2.37557  0.318
H  1.12717  -2.47178  -2.56056  0.237
H  0.69618  0.13628  -3.04126  0.388
H  -2.05692  0.78187  0.96660  0.470
H  0.77850  0.65726  1.13138  0.599
H  -1.41440  -1.01843  2.00913  0.303
H  -0.80601  0.73100  3.95744  0.320
H  -0.04797  -0.75538  4.22394  0.292
H  0.83727  0.42791  3.34513  0.355

---

x.
# C5H10IN2O

A cluster of 2 separate species, C5H10IN2O in total (ωB97M-V with the def2-TZVPD basis set, the OMol25 dataset).

Results
LUMO energy = -4.32 eV
charge = +1
Kohn-Sham gap = 9.20 eV

Last column: Mulliken charge in e.
Geometry (Å):
C  0.67586  -0.65135  -0.57359  0.397
C  0.79922  0.84133  -0.80198  0.103
C  -1.16519  0.19736  0.56974  -0.684
C  1.92807  1.43841  0.01012  -1.359
C  -0.97572  -2.32101  0.35542  -0.925
N  -0.44589  -0.94050  0.17689  0.242
N  -0.58070  1.29685  -0.24377  -0.072
O  1.38332  -1.55417  -0.89250  -0.544
I  -3.33614  0.30911  0.30948  0.211
H  0.89536  1.11051  -1.86026  0.352
H  -0.96365  0.30233  2.17820  0.399
H  1.92260  0.97257  1.05661  0.344
H  1.97694  2.57237  -0.11015  0.410
H  2.79386  1.06177  -0.38525  0.433
H  -0.96437  -2.79649  1.46508  0.277
H  -2.07043  -2.44222  -0.08544  0.318
H  -0.29924  -2.95698  -0.22828  0.355
H  -0.33983  2.18250  0.16803  0.293
H  -1.23406  1.37761  -1.10834  0.450

---

It is w that is most stable; the runner-up trails by 96.5 kJ/mol.

---

w.
# C4H9N

An isolated molecule of C4H9N (ωB97M-V with the def2-TZVPD basis set, the OMol25 dataset).

Results
LUMO energy = 0.97 eV
SMILES = C/C=C/NC
Kohn-Sham gap = 8.19 eV

Last column: Mulliken charge in e.
Geometry (Å):
C  0.24374  -1.65936  1.88889  -1.001
C  -0.17125  -0.41572  1.21022  -0.334
C  0.31018  0.20069  0.06155  -0.292
N  -0.57199  0.64302  -0.93289  -0.371
C  0.08393  1.33233  -2.03668  -0.810
H  0.38891  -2.48912  1.17950  0.306
H  1.13314  -1.83121  2.53757  0.287
H  -0.55674  -2.16594  2.47291  0.309
H  -0.85584  0.27375  1.72007  0.324
H  1.35702  0.50481  0.16579  0.314
H  -0.95887  -0.25878  -1.17570  0.352
H  1.12430  0.93317  -2.30458  0.295
H  -0.59962  1.32863  -2.89350  0.329
H  0.35435  2.36466  -1.79307  0.291

---

x.
# C4H9N

A cluster of 2 separate species, C4H9N in total (ωB97M-V with the def2-TZVPD basis set, the OMol25 dataset).

Results
LUMO energy = -0.10 eV
Kohn-Sham gap = 7.83 eV

Last column: Mulliken charge in e.
Geometry (Å):
C  2.25406  0.05975  -0.33574  -0.768
N  1.18561  -0.50559  0.42820  -0.288
C  -0.07411  0.15330  0.59998  -0.667
C  -2.47764  0.27744  -0.26511  -0.860
C  -1.08585  -0.15674  -0.22787  0.157
H  2.37935  -0.25970  -1.38133  0.279
H  1.82094  1.06791  -0.48473  0.251
H  3.24169  0.25210  0.09592  0.301
H  1.17727  -1.50556  0.53840  0.205
H  -1.48432  1.69921  -0.49697  0.176
H  -0.19976  0.50509  1.62276  0.376
H  -3.10474  -0.11652  -1.04075  0.242
H  -2.92369  0.72790  0.61183  0.339
H  -0.78848  -0.89578  -0.97674  0.257

---

y.
# C4H9N

An isolated molecule of C4H9N (ωB97M-V with the def2-TZVPD basis set, the OMol25 dataset).

Results
LUMO energy = 1.23 eV
SMILES = C/C=C/CN
Kohn-Sham gap = 10.17 eV

Last column: Mulliken charge in e.
Geometry (Å):
C  -2.26791  0.19851  -0.32122  -1.206
C  -0.76546  0.21431  -0.39502  0.054
C  0.01865  0.06967  0.66657  -0.263
C  1.51988  0.18105  0.58547  -0.471
N  2.13298  -0.92612  -0.14032  -0.603
H  -2.60549  -0.10262  0.66549  0.317
H  -2.65901  1.21403  -0.42183  0.280
H  -2.69579  -0.40561  -1.11360  0.329
H  -0.34784  0.41448  -1.37521  0.320
H  -0.43446  -0.24975  1.60321  0.238
H  1.77631  1.15477  0.15195  0.244
H  1.92257  0.20446  1.60136  0.268
H  1.48446  -1.33408  -0.80352  0.264
H  2.92112  -0.63309  -0.70334  0.227

---

It is y that is most stable; the runner-up trails by 232.0 kJ/mol.

---

w.
# C4H14NO2

A cluster of 3 separate species, C4H14NO2 in total (ωB97M-V with the def2-TZVPD basis set, the OMol25 dataset).

Results
LUMO energy = -3.20 eV
charge = +1
Kohn-Sham gap = 10.52 eV

Last column: Mulliken charge in e.
Geometry (Å):
C  -0.97795  -0.98096  1.98790  -0.538
C  0.51434  -0.64450  2.07700  -0.663
C  0.96662  0.45063  1.11757  -0.097
C  1.87573  0.10814  0.21005  -0.871
N  -1.35521  -1.14928  0.50791  -0.293
H  -1.08930  -2.00457  2.33851  0.358
H  -1.54542  -0.15990  2.41361  0.367
H  0.73736  -0.22826  3.06772  0.358
H  1.04264  -1.59095  1.95844  0.327
H  0.59324  1.45815  1.19983  0.389
H  2.12087  0.85353  -0.55320  0.328
H  2.45645  -0.79010  0.07834  0.279
H  -1.43187  -0.24404  0.03100  0.358
H  -0.51296  -1.50618  0.04923  0.345
H  -2.22734  -1.66453  0.38982  0.342
H  -0.24483  2.92387  -2.73789  0.332
H  0.37690  2.61524  -4.17057  0.326
O  0.55362  2.69734  -3.23838  -0.657
H  -1.11545  -0.56268  -2.56492  0.291
H  -0.00210  0.43348  -2.28231  0.334
O  -0.73535  -0.01444  -1.87968  -0.617

---

x.
# C4H14NO2

A cluster of 2 separate species, C4H14NO2 in total (ωB97M-V with the def2-TZVPD basis set, the OMol25 dataset).

Results
LUMO energy = -3.35 eV
charge = +1
Kohn-Sham gap = 10.53 eV

Last column: Mulliken charge in e.
Geometry (Å):
C  -1.27967  -0.27676  0.26797  -0.806
C  -0.14228  -0.23384  1.27495  -0.635
C  1.21131  -0.49214  0.63461  -0.669
C  1.30967  -1.79668  -0.10969  -0.443
O  0.69886  -2.80328  0.70938  -0.499
N  -1.07851  0.73421  -0.83716  -0.222
H  -1.33583  -1.26940  -0.15704  0.447
H  -2.22242  -0.06458  0.75968  0.323
H  -0.29561  -1.06996  1.94571  0.389
H  -0.12793  0.72051  1.77413  0.368
H  1.52975  0.34205  0.00042  0.352
H  1.99837  -0.41882  1.38154  0.391
H  2.35411  -2.06819  -0.26503  0.366
H  0.75009  -1.73962  -1.04808  0.269
H  0.71384  -3.61421  0.19012  0.305
H  -0.52728  1.57974  -0.56521  0.379
H  -0.63191  0.29798  -1.64384  0.364
H  -1.99896  1.04773  -1.12943  0.360
H  -1.05940  3.89033  -0.93462  0.302
H  0.41265  3.91625  -1.27891  0.300
O  -0.27884  3.31868  -0.96950  -0.641

---

y.
# C4H14NO2

A cluster of 3 separate species, C4H14NO2 in total (ωB97M-V with the def2-TZVPD basis set, the OMol25 dataset).

Results
LUMO energy = -3.38 eV
charge = +1
Kohn-Sham gap = 9.04 eV

Last column: Mulliken charge in e.
Geometry (Å):
C  0.62890  0.31162  0.33121  -0.563
C  2.29617  0.34408  0.55713  -0.429
C  2.87838  1.70850  0.13851  -0.244
C  2.37077  2.89554  -0.45349  -0.636
N  0.05827  -1.12017  0.67607  -0.362
H  0.39827  0.76300  -0.63604  0.364
H  0.19409  0.98890  1.14339  0.250
H  2.72368  -0.36632  -0.20725  0.313
H  2.82826  -0.09299  1.41547  0.399
H  4.06242  1.72928  0.04789  0.217
H  2.98687  3.32335  -1.20371  0.260
H  1.26593  3.21049  -0.44991  0.259
H  -0.71235  -1.54383  -0.01478  0.400
H  -0.18321  -1.16718  1.65236  0.351
H  0.69385  -1.97990  0.63262  0.400
H  -3.88043  -1.37369  -2.34876  0.341
H  -5.04865  -2.05788  -1.65966  0.334
O  -4.44572  -1.35909  -1.53467  -0.699
H  -3.15625  -1.36350  1.45057  0.323
H  -3.35764  -1.46816  -0.10838  0.400
O  -2.60160  -1.38205  0.57142  -0.680

---

It is x that is most stable; the runner-up trails by 79.0 kJ/mol.

---

w.
# C4H14NO2

A cluster of 3 separate species, C4H14NO2 in total (ωB97M-V with the def2-TZVPD basis set, the OMol25 dataset).

Results
LUMO energy = -2.91 eV
charge = +1
Kohn-Sham gap = 11.15 eV

Last column: Mulliken charge in e.
Geometry (Å):
C  1.49861  -0.02226  1.35782  -1.104
C  0.00468  0.32614  1.38289  -0.496
C  -0.75717  -0.48074  0.34988  0.576
C  -1.43291  -1.53538  0.75154  -1.045
N  -0.60846  -0.08404  -1.05412  -0.053
H  2.07493  0.54980  2.13605  0.338
H  1.75893  -1.05411  1.59797  0.331
H  1.96909  0.18889  0.39797  0.322
H  -0.27982  0.06529  2.43468  0.336
H  -0.08846  1.42428  1.17447  0.212
H  -1.68069  -1.70792  1.80365  0.266
H  -1.88593  -2.32691  0.13440  0.269
H  -1.24225  -0.73742  -1.58485  0.374
H  0.40114  -0.08777  -1.33796  0.400
H  -0.99242  0.90321  -1.11697  0.356
H  -1.11959  3.20275  -1.27777  0.318
H  -2.52650  2.79991  -0.68174  0.313
O  -1.72792  2.47251  -1.11111  -0.670
H  2.42899  -1.52209  -1.05817  0.304
H  2.30847  -1.30365  -2.57123  0.293
O  1.89728  -1.07048  -1.72741  -0.640

---

x.
# C4H14NO2

A cluster of 2 separate species, C4H14NO2 in total (ωB97M-V with the def2-TZVPD basis set, the OMol25 dataset).

Results
LUMO energy = -3.06 eV
charge = +1
Kohn-Sham gap = 11.24 eV

Last column: Mulliken charge in e.
Geometry (Å):
C  -0.78671  -0.70019  -2.04843  -1.577
C  -0.21066  -0.24718  -0.73391  0.425
C  -0.38317  1.25780  -0.59729  -1.071
C  0.48379  1.95642  0.46671  -0.534
O  1.67271  1.20052  0.71846  -0.494
N  -0.83443  -0.95450  0.46166  -0.104
H  -0.67926  -1.78148  -2.15436  0.451
H  -1.84603  -0.45380  -2.12721  0.394
H  -0.25042  -0.22039  -2.86647  0.422
H  0.87389  -0.47720  -0.75979  0.198
H  -1.44117  1.43048  -0.39357  0.488
H  -0.27022  1.78940  -1.54472  0.456
H  -0.00128  2.16057  1.44582  0.268
H  0.68999  2.95523  0.07148  0.378
H  2.39386  1.74680  0.42271  0.308
H  -1.34164  -1.74028  0.04962  0.406
H  -1.36277  -0.26992  0.99309  0.377
H  -0.19110  -1.54201  1.06428  0.251
H  1.45083  -2.77617  2.55305  0.307
H  1.04243  -1.30784  2.81104  0.309
O  0.99136  -2.02627  2.16784  -0.660

---

y.
# C4H14NO2

A cluster of 3 separate species, C4H14NO2 in total (ωB97M-V with the def2-TZVPD basis set, the OMol25 dataset).

Results
LUMO energy = -3.25 eV
charge = +1
Kohn-Sham gap = 10.85 eV

Last column: Mulliken charge in e.
Geometry (Å):
C  1.19170  0.84294  2.39087  -1.292
C  1.75807  0.12454  1.15925  -0.226
C  0.84881  0.03742  -0.02810  0.026
C  1.20126  -0.73129  -1.03998  -0.560
N  0.37129  -0.74907  -2.27471  -0.147
H  0.31717  0.31908  2.78347  0.310
H  0.82699  1.83529  2.11249  0.324
H  1.96007  0.92443  3.15880  0.359
H  2.03250  -0.89255  1.44755  0.332
H  2.68077  0.65463  0.90304  0.293
H  -0.13748  0.50545  -0.13100  0.256
H  2.03591  -1.41075  -1.05609  0.354
H  -0.62758  -0.73210  -2.06456  0.210
H  0.60286  0.08379  -2.80928  0.398
H  0.53207  -1.58214  -2.84908  0.408
H  -2.85635  -1.46779  -1.47348  0.332
H  -3.31081  -0.20620  -2.19307  0.315
O  -2.61962  -0.54191  -1.60878  -0.682
H  -1.61137  1.29603  1.61076  0.290
H  -3.07411  0.85012  1.02695  0.295
O  -2.12217  0.84008  0.93495  -0.595

---

It is x that is most stable; the runner-up trails by 9.0 kJ/mol.

---

w.
# C2H2Cl2O2S

A cluster of 2 separate species, C2H2Cl2O2S in total (ωB97M-V with the def2-TZVPD basis set, the OMol25 dataset).

Results
LUMO energy (spin up / spin down) = -1.45 / -1.88 eV
Kohn-Sham gap (spin up / spin down) = 8.55 / 7.86 eV

Last column: Mulliken charge in e.
Geometry (Å):
C  -0.38476  0.58160  0.04886  -0.619
C  1.75887  -0.37680  -1.15003  0.381
O  2.20219  -0.65194  -2.32314  -0.359
O  -2.10816  0.67538  1.60299  -0.521
S  -2.08123  0.27472  0.12842  0.477
Cl  2.80214  -0.20983  0.18485  -0.038
Cl  -2.08116  -1.66386  0.32978  -0.111
H  -0.17432  1.51752  0.54609  0.363
H  0.06643  -0.14679  0.63217  0.427

---

x.
# C2H2Cl2O2S

A cluster of 2 separate species, C2H2Cl2O2S in total (ωB97M-V with the def2-TZVPD basis set, the OMol25 dataset).

Results
LUMO energy = -0.41 eV
Kohn-Sham gap = 9.39 eV

Last column: Mulliken charge in e.
Geometry (Å):
C  1.47159  -1.43872  0.60590  -0.449
C  -1.61315  1.05620  -0.31359  0.591
O  1.12922  0.70570  -0.92400  -0.532
O  -1.66841  -0.11343  -0.38847  -0.389
S  0.82094  -0.72622  -0.73951  0.431
Cl  -1.54273  1.80928  1.28194  -0.132
Cl  -1.83465  2.18609  -1.50605  -0.063
H  1.31839  -2.52449  0.48887  0.266
H  1.91878  -0.95441  1.49491  0.279

---

It is x that is most stable; the runner-up trails by 366.0 kJ/mol.